(1)
This record from the OMol25 dataset describes a 6-piece molecular cluster, C30H77N5O11 overall. The level of theory is wB97M-V/def2-TZVPD.

Geometry (Å):
C -6.27250 2.17962 28.79469
O -5.47806 2.19567 27.59225
C -6.20540 1.79676 26.43996
C -5.20940 1.66546 25.31243
N -4.47372 0.40695 25.27954
C -3.73593 0.31376 24.02958
C -3.06999 -0.98848 23.87693
O -2.11249 -1.11679 24.94521
C -1.58523 -2.41348 24.90051
H -7.15976 2.82586 28.68280
H -5.65356 2.54065 29.60851
H -6.55229 1.14263 29.01413
H -6.92402 2.56102 26.17530
H -6.77348 0.91169 26.74356
H -4.50519 2.51668 25.21936
H -5.75840 1.64431 24.36040
H -3.91043 0.31551 26.12256
H -2.97865 1.10217 23.92015
H -4.46780 0.45533 23.24106
H -2.54803 -1.11882 22.89998
H -3.77175 -1.83721 23.98387
H -1.21723 -2.79992 25.84755
H -0.74736 -2.53210 24.22240
H -2.30962 -3.15721 24.59758
C 0.22789 3.00068 29.33284
O -1.04719 3.64154 29.21517
C -1.63127 3.85689 30.53554
C -1.93617 5.38042 30.76250
N -0.79642 6.27413 30.49541
C 0.22456 6.13109 31.53718
C 1.53367 6.68459 31.02602
O 1.93492 5.90798 29.90130
C 3.12327 6.40304 29.29689
H 0.17196 2.10166 29.96342
H 0.93145 3.74517 29.76374
H 0.61201 2.70546 28.35083
H -0.98384 3.46808 31.35034
H -2.53260 3.26812 30.49453
H -2.31839 5.47895 31.77524
H -2.72978 5.62194 30.04151
H -0.42123 5.94128 29.59424
H 0.32345 5.09246 31.83190
H -0.09312 6.67644 32.40636
H 2.31221 6.55593 31.80990
H 1.38986 7.73688 30.77848
H 3.36592 5.70095 28.52220
H 3.89593 6.48378 30.09466
H 2.95829 7.33904 28.76033
C -5.94126 1.67304 21.03302
O -4.86903 2.40459 21.59688
C -3.95104 2.87808 20.63229
C -3.11030 3.92764 21.25200
N -3.98557 5.08293 21.62335
C -3.35389 6.12516 22.33514
C -3.08626 5.83751 23.81271
O -4.38081 5.71595 24.37996
C -4.26849 5.48473 25.77572
H -6.56718 2.27158 20.35847
H -6.47983 1.34360 21.92051
H -5.57627 0.78459 20.47673
H -4.53359 3.23090 19.74693
H -3.37686 1.99754 20.28328
H -2.34046 4.27395 20.55575
H -2.53233 3.45857 22.10181
H -4.79085 4.75290 22.15107
H -3.95325 7.03184 22.24249
H -2.45583 6.39044 21.78085
H -2.50697 6.65986 24.32130
H -2.50235 4.90657 23.90565
H -3.60789 4.63787 26.04184
H -5.17984 5.20275 26.33165
H -3.98901 6.39521 26.29876
C -0.28201 -0.25207 27.98506
O 0.90364 -0.45644 28.68434
C 1.89022 -1.25223 28.05058
C 3.09868 -1.31626 29.00191
N 2.66291 -2.09455 30.21579
C 3.71389 -2.17917 31.21410
C 3.32692 -3.07672 32.36234
O 2.38800 -2.33505 33.13121
C 1.73966 -3.10661 34.11598
H -0.79534 -1.18481 27.77521
H -0.05426 0.20128 27.01568
H -0.85291 0.42329 28.61413
H 2.09697 -0.80758 27.06713
H 1.45120 -2.25548 27.79714
H 3.59476 -0.36344 29.25002
H 3.85994 -1.93503 28.50759
H 1.89653 -1.52867 30.59741
H 3.86796 -1.17728 31.63902
H 4.67204 -2.41845 30.74011
H 4.15940 -3.42980 32.98091
H 2.74382 -3.97525 32.05952
H 2.35815 -3.52622 34.91458
H 1.24301 -3.98861 33.67839
H 1.08608 -2.44629 34.65020
C -0.23464 2.35808 24.75089
O -0.28978 2.50993 23.34043
C -0.19668 1.25618 22.69194
C -0.03911 1.50793 21.22114
N -0.03156 0.21956 20.44816
C 0.07166 0.47010 19.06334
C 0.33038 -0.85629 18.39182
O -0.89506 -1.51413 18.22608
C -0.70181 -2.84469 17.82498
H 0.62573 1.76847 25.05317
H -1.16083 1.92366 25.10906
H -0.31578 3.36035 25.15659
H -1.12829 0.70227 22.79006
H 0.63381 0.71092 23.16325
H 0.82136 2.12013 20.93226
H -0.91274 2.04863 20.83738
H 0.72853 -0.37195 20.77089
H 0.91609 1.15422 18.85106
H -0.81606 0.89219 18.63135
H 0.99598 -1.48465 19.03549
H 0.77190 -0.69975 17.37933
H 0.09045 -3.32360 18.41861
H -0.29772 -2.93858 16.79748
H -1.64105 -3.36402 17.79467
O -2.74587 2.36983 27.14072
H -3.44482 2.58951 27.74943
H -2.03424 3.02365 27.26738

Output
Maximum force = 2.75 eV Å⁻¹
SMILES = COCCNCCOC.COCCNCCOC.COCCNCCOC.COCCNCCOC.COCCNCCOC.O
Charge = 0

Löwdin population analysis, charges in e, atoms 1 to 99:
1. C -0.079
2. O -0.243
3. C -0.201
4. C -0.204
5. N -0.036
6. C -0.225
7. C -0.225
8. O -0.184
9. C -0.137
10. H 0.093
11. H 0.077
12. H 0.089
13. H 0.115
14. H 0.124
15. H 0.116
16. H 0.109
17. H 0.106
18. H 0.111
19. H 0.106
20. H 0.131
21. H 0.126
22. H 0.075
23. H 0.083
24. H 0.077
25. C -0.095
26. O -0.233
27. C -0.178
28. C -0.188
29. N -0.051
30. C -0.219
31. C -0.220
32. O -0.225
33. C -0.093
34. H 0.087
35. H 0.078
36. H 0.088
37. H 0.113
38. H 0.105
39. H 0.112
40. H 0.111
41. H 0.104
42. H 0.103
43. H 0.115
44. H 0.130
45. H 0.125
46. H 0.079
47. H 0.099
48. H 0.087
49. C -0.108
50. O -0.224
51. C -0.249
52. C -0.195
53. N -0.049
54. C -0.242
55. C -0.214
56. O -0.182
57. C -0.120
58. H 0.090
59. H 0.079
60. H 0.096
61. H 0.132
62. H 0.123
63. H 0.121
64. H 0.115
65. H 0.107
66. H 0.116
67. H 0.116
68. H 0.135
69. H 0.111
70. H 0.071
71. H 0.087
72. H 0.081
73. C -0.105
74. O -0.222
75. C -0.217
76. C -0.184
77. N -0.059
78. C -0.232
79. C -0.224
80. O -0.199
81. C -0.125
82. H 0.082
83. H 0.080
84. H 0.080
85. H 0.114
86. H 0.133
87. H 0.119
88. H 0.111
89. H 0.108
90. H 0.121
91. H 0.119
92. H 0.121
93. H 0.124
94. H 0.082
95. H 0.091
96. H 0.078
97. C -0.099
98. O -0.196
99. C -0.224

---

(2)
This record from the OMol25 dataset describes C35H43AsBN5O8Zn as an isolated structure. The level of theory is wB97M-V/def2-TZVPD.

Geometry (Å):
Zn -0.69404 0.85848 2.53900
N -0.61533 0.76007 4.74036
C 0.15033 1.94311 5.34765
C 1.09478 2.40904 4.29589
N 0.70202 2.36652 2.83798
C 0.07460 3.55428 2.19963
C -1.41991 3.57592 2.00335
N -1.90145 2.20724 1.61878
H -1.53512 0.70002 5.21711
H -0.07144 -0.06749 4.98408
H 0.73300 1.73994 6.23321
H -0.58446 2.76073 5.55871
H 2.04603 1.86277 4.35937
H 1.32089 3.46094 4.51491
H 1.53542 2.24036 2.29444
H 0.52815 3.60300 1.18968
H 0.33561 4.49099 2.71150
H -1.59105 4.32321 1.22965
H -1.91369 3.84876 2.96001
H -1.79507 2.07994 0.61233
H -2.90519 2.19209 1.81860
O -2.53432 -0.39129 2.88387
C -2.28676 -0.99286 1.80035
O -1.24633 -0.67757 1.04663
C -3.25046 -2.03954 1.26629
C -3.07196 -2.65942 -0.01650
C -4.04998 -3.54542 -0.47330
C -5.20443 -3.80818 0.26709
C -5.31967 -3.22232 1.52448
C -4.38217 -2.35338 2.02632
N -6.52387 -3.61869 2.22685
O -7.13710 -4.65279 1.71467
O -6.93084 -3.01109 3.25164
N -3.80626 -4.30761 -1.58855
O -2.77442 -4.18410 -2.33142
O -4.77752 -5.11796 -1.86720
H -2.20323 -2.44986 -0.59073
H -6.00738 -4.41654 -0.18071
H -4.53238 -1.81024 2.95607
C 3.66341 -2.34589 1.13549
C 2.24179 -2.20681 1.54776
C 1.35669 -2.95771 0.62873
O 1.88115 -0.69284 1.35653
B 1.13468 -0.35036 2.42510
O 1.19758 -1.21170 3.50792
C 1.88958 -2.50566 3.01949
C 1.02369 -3.67736 3.32763
C 3.11913 -2.61263 3.90313
H 3.71003 -2.16898 0.01956
H 3.94697 -3.44456 1.21812
H 4.38275 -1.69288 1.65983
H 1.63757 -2.61207 -0.39038
H 0.25994 -2.84772 0.71492
H 1.62673 -4.06529 0.61396
H 0.03034 -3.59183 2.88943
H 0.94331 -3.74354 4.43175
H 1.38538 -4.64451 2.90857
H 3.87408 -1.88132 3.65548
H 3.54912 -3.58515 3.70317
H 2.86857 -2.51014 4.96831
C -0.04097 -2.32377 -4.67383
C -0.46330 -2.17431 -3.36825
C -0.35233 -0.89360 -2.72850
C 0.19955 0.17529 -3.42943
C 0.73805 -0.03181 -4.71003
C 0.64156 -1.27880 -5.30191
As 0.13501 1.89664 -2.53305
C 2.09754 2.08514 -2.39498
C 2.75702 1.52440 -1.32664
C 4.13404 1.64900 -1.15102
C 4.90728 2.20818 -2.16579
C 4.24448 2.76308 -3.26129
C 2.87576 2.71713 -3.38911
C -0.18436 3.11565 -4.05383
C 0.12752 4.46787 -3.86839
C -0.18292 5.36046 -4.89146
C -0.83867 5.00863 -6.05587
C -1.11162 3.64496 -6.24426
C -0.80516 2.73649 -5.25324
H -0.16057 -3.29050 -5.16713
H -0.89466 -3.03902 -2.86750
H -0.56550 -0.68831 -1.67463
H 1.36707 0.71484 -5.21584
H 1.13539 -1.41720 -6.23563
H 2.16511 0.98066 -0.58239
H 4.61604 1.26028 -0.25415
H 5.98950 2.17888 -2.15200
H 4.77000 3.26305 -4.07152
H 2.42340 3.19361 -4.25251
H 0.63172 4.80778 -2.97160
H 0.19502 6.40864 -4.79286
H -1.23695 5.76062 -6.75577
H -1.49140 3.22431 -7.15089
H -1.00016 1.68964 -5.48127

Output
Maximum force = 6.68 eV Å⁻¹
Charge = 0

How is the electron density shared among the atoms? According to Löwdin, the charges in e are:
1. Zn 0.602
2. N 0.007
3. C -0.194
4. C -0.200
5. N -0.130
6. C -0.207
7. C -0.207
8. N 0.008
9. H 0.100
10. H 0.078
11. H 0.110
12. H 0.121
13. H 0.123
14. H 0.113
15. H 0.090
16. H 0.125
17. H 0.116
18. H 0.116
19. H 0.125
20. H 0.093
21. H 0.111
22. O -0.046
23. C -0.539
24. O -0.115
25. C -0.059
26. C 0.127
27. C -0.163
28. C 0.105
29. C -0.130
30. C 0.079
31. N -0.265
32. O 0.020
33. O 0.074
34. N -0.265
35. O 0.054
36. O 0.040
37. H 0.106
38. H 0.143
39. H 0.136
40. C -0.036
41. C -0.455
42. C -0.040
43. O 0.059
44. B -0.635
45. O 0.023
46. C -0.441
47. C -0.031
48. C -0.034
49. H 0.106
50. H 0.115
51. H 0.091
52. H 0.096
53. H 0.088
54. H 0.116
55. H 0.083
56. H 0.103
57. H 0.104
58. H 0.076
59. H 0.086
60. H 0.097
61. C -0.087
62. C -0.069
63. C -0.102
64. C -0.421
65. C -0.124
66. C -0.089
67. As 1.328
68. C -0.388
69. C -0.129
70. C -0.080
71. C -0.086
72. C -0.101
73. C -0.117
74. C -0.412
75. C -0.145
76. C -0.111
77. C -0.088
78. C -0.087
79. C -0.118
80. H 0.108
81. H 0.073
82. H 0.071
83. H 0.112
84. H 0.093
85. H 0.087
86. H 0.104
87. H 0.099
88. H 0.103
89. H 0.092
90. H 0.099
91. H 0.114
92. H 0.109
93. H 0.096
94. H 0.094

---

Table of Kohn-Sham gap (Ha), in record order: 0.3282 0.1591